Density functional theory data (wB97M-V/def2-TZVPD) for C19H23I2N4OPt as an isolated structure at a distorted geometry.

Charge: +3
2S+1: 5
<S²>: 6.03
Kohn-Sham gap (spin up / spin down): 0.3074 / 0.1788 Ha

Geometry as XYZ:
```
50
C19H23I2N4OPt | the Open Molecules 2025 dataset | wB97M-V/def2-TZVPD
H -8.900 -7.892 4.148
N -12.407 -5.594 8.393
O -10.077 -7.395 8.849
H -12.511 -4.625 11.531
H -7.336 -5.552 7.392
C -14.308 -5.401 9.759
C -9.046 -4.422 5.845
N -10.654 -4.766 10.472
H -15.135 -6.822 6.754
I -11.161 -10.123 7.886
H -8.485 -3.738 6.461
H -9.755 -6.484 3.461
C -10.220 -5.921 11.395
C -7.094 -6.569 5.450
H -11.455 -7.535 13.167
H -12.606 -6.495 6.567
H -8.538 -4.178 3.690
C -11.394 -7.970 12.177
C -12.124 -4.407 10.529
H -10.029 -3.985 10.655
H -16.148 -6.191 8.986
C -9.154 -6.843 4.289
H -12.076 -10.951 10.666
N -7.979 -6.038 4.479
H -6.164 -5.993 5.473
I -12.498 -10.339 13.618
C -10.699 -7.898 9.843
C -10.923 -7.243 11.138
H -10.945 -6.245 5.395
H -10.010 -3.982 5.634
H -12.243 -3.379 10.218
C -14.529 -6.312 7.550
C -9.965 -6.665 5.619
C -11.725 -9.907 10.797
C -15.102 -5.971 8.753
Pt -10.174 -5.248 8.499
C -11.799 -9.316 12.052
C -7.895 -6.305 6.789
H -7.160 -4.164 4.728
C -11.145 -9.250 9.754
H -10.258 -5.634 12.466
C -13.156 -6.137 7.415
H -8.051 -7.206 7.308
H -14.707 -5.118 10.701
N -9.252 -5.723 6.528
H -10.192 -7.589 6.161
H -6.933 -7.632 5.301
C -12.948 -5.209 9.537
C -8.143 -4.616 4.554
H -9.179 -6.100 11.170
```

***

Density functional theory data (wB97M-V/def2-TZVPD) for C19H23IN2O3PPdS2Se as an isolated structure at a distorted geometry.

2S+1: 2
<S²>: 0.76
Kohn-Sham gap (spin up / spin down): 0.2530 / 0.2361 Ha

Geometry as XYZ:
```
53
C19H23IN2O3PPdS2Se | the Open Molecules 2025 dataset | wB97M-V/def2-TZVPD
H -1.774 -3.013 -3.780
C -0.411 -3.875 -2.371
O 1.585 0.779 -1.606
H -6.810 0.985 -1.623
C 0.273 -5.032 -1.997
N -2.681 2.533 -2.672
H 2.580 -0.976 5.311
H 0.398 -5.466 2.783
H 3.984 1.044 4.831
P 0.923 -1.435 2.521
H -3.397 -0.713 0.380
C -3.834 -0.020 -0.326
C -0.705 -6.229 -3.840
H 2.286 1.504 5.063
H 3.308 1.189 -0.499
H 1.060 -3.969 4.677
H -0.317 -2.917 4.322
H 0.919 -5.003 -1.129
Pd 0.040 -0.015 0.179
C -3.547 1.777 -2.022
C -2.981 0.854 -1.067
H 3.357 1.674 -2.221
C 2.730 1.592 -1.332
H -5.385 2.503 -2.924
C 2.977 0.960 4.420
S -1.015 -1.128 2.142
H 0.659 -7.092 -2.427
C -1.244 -3.912 -3.492
C 0.393 -3.623 3.887
N -1.671 0.888 -0.959
H -0.966 -4.398 2.418
H 2.953 1.416 3.430
C 0.124 -6.200 -2.727
C -0.170 -1.628 -0.997
H 1.864 -0.082 -1.940
H -0.933 -5.306 3.942
S 2.178 -1.032 1.028
C -5.169 0.048 -0.542
C -5.737 0.967 -1.485
H -5.828 -0.610 0.010
O 1.231 -0.580 3.824
H -0.819 -7.143 -4.409
C -0.322 -4.771 3.214
C -0.265 -2.667 -1.610
C 2.583 -0.495 4.333
H 3.263 -1.046 3.679
H -2.035 -5.097 -5.087
C -4.963 1.810 -2.209
C -1.387 -5.081 -4.220
I 0.334 2.305 1.466
O 1.226 -2.950 2.915
H 2.362 2.575 -1.052
Se -1.066 2.135 -2.111
```

***

Density functional theory data (wB97M-V/def2-TZVPD) for an isolated ion of composition C19H23N2O3S and charge +1 at a distorted geometry.

Charge: +1
SMILES: CC[N@H+]1CCc2c(sc(NC(=O)Cc3ccccc3)c2C(=O)OC)C1
Kohn-Sham gap: 0.3147 Ha

Geometry as XYZ:
```
48
C19H23N2O3S | the Open Molecules 2025 dataset | wB97M-V/def2-TZVPD
H -4.262 0.522 2.473
H -4.620 -1.286 0.865
C -0.608 0.367 0.962
C 6.019 1.034 -1.734
C 1.569 -0.265 0.479
H 4.245 -0.130 1.361
H 6.298 0.003 -1.534
H -0.662 -4.447 -0.358
H -5.576 -2.009 -1.273
H -6.236 -0.341 -2.967
C -5.092 1.741 -0.568
C 0.136 -4.340 0.379
C 2.750 -1.131 0.161
N 3.922 0.978 -0.386
H -5.926 2.064 -2.508
H 0.990 -4.956 0.111
O 0.610 -2.996 0.402
C 2.956 1.836 0.351
C 5.231 1.653 -0.592
C -4.725 0.807 0.391
O -1.469 -2.320 0.914
H -0.250 -4.622 1.359
N -1.937 0.298 1.234
H 2.775 -1.988 0.834
H 3.514 0.789 -1.309
H 4.878 -0.887 -0.115
C -4.895 -0.546 0.126
H -4.956 2.794 -0.366
H 6.936 1.598 -1.877
C 0.231 -0.703 0.705
C -4.107 1.268 1.693
C -2.636 1.452 1.456
C 4.041 -0.332 0.307
H 5.791 1.600 0.343
C -5.438 -0.956 -1.079
H 5.035 2.704 -0.817
C -5.635 1.329 -1.772
C -0.302 -2.063 0.690
H 2.652 -1.530 -0.852
H -4.533 2.221 2.006
S 0.172 1.900 0.923
H 2.767 2.749 -0.219
H 3.413 2.122 1.305
H -2.346 -0.639 1.220
O -2.049 2.517 1.410
C 1.681 1.087 0.560
C -5.809 -0.020 -2.030
H 5.457 1.074 -2.664
```

***

In kJ/mol, the energy above the lowest of the compared OMol25 structures with the same formula, charge and spin values for the records above are, in order, 0.0 11.5 0.0.